Here is a single C5H7N3O molecule at a distorted geometry from the OMol25 dataset. Energies are from wB97M-V/def2-TZVPD.

Last column: Löwdin charge in e.
Atoms and positions in Å:
O (3.009, -0.083, 0.402)  0.031
N (1.167, 1.225, 0.238)  0.052
N (-1.348, -0.379, 1.333)  0.050
N (0.082, 1.779, -0.447)  0.064
C (1.816, 0.023, 0.062)  -0.442
C (-0.943, 1.087, -0.661)  -0.129
C (1.080, -1.144, -0.506)  -0.013
C (-0.220, -1.293, -0.595)  -0.027
C (-1.247, -0.263, -0.116)  -0.384
H (1.852, 1.951, 0.430)  0.145
H (-0.472, -0.097, 1.775)  0.074
H (-2.230, -0.624, -0.448)  0.133
H (-2.058, 0.288, 1.679)  0.091
H (-1.721, 1.635, -1.219)  0.120
H (-0.563, -2.239, -1.040)  0.119
H (1.795, -1.867, -0.885)  0.117

The value obtained for the strongest force on any atom is 2.2 eV/A. The total energy is -434.181837 hartree. The HOMO energy comes out at -9.52 eV. The energy above the lowest of the compared OMol25 structures with the same formula, charge and spin is 164.0 kJ/mol. The orbital gap is 10.067 eV. The structure (SMILES) is N[C@@H]1C=CC(=O)NN=C1.